C22H43CoN2P3S as an isolated structure. Source: the Open Molecules 2025 dataset; level of theory: wB97M-V/def2-TZVPD.

Computed properties:
Kohn-Sham gap (spin up / spin down): 0.3080 / 0.1714 Eh
HOMO level (spin up / spin down): -0.5993 / -0.6094 hartree
total charge: +3
energy above the lowest of the compared OMol25 structures with the same formula, charge and spin: 0.0 kcal/mol
multiplicity: 5
max |F|: 2.738 eV Å⁻¹

XYZ file:
```
72
Properties=species:S:1:pos:R:3:forces:R:3
Co 0.423824 0.550955 -0.471099 0.305 0.646 -0.107
P -1.447538 0.697751 -1.730408 -1.606 0.619 -1.584
P -0.778995 0.124290 1.299094 -0.672 -0.621 2.580
P 0.268252 -3.253187 -0.707783 -0.032 1.722 0.300
H 6.801348 -0.926152 -2.060935 -0.590 0.006 0.402
C 5.928444 -1.525729 -2.337756 0.486 -0.549 -0.158
C 4.895103 -1.022772 -3.015097 -0.142 -0.135 -0.806
H 4.762159 0.051003 -3.152984 0.448 -0.427 -0.531
C -1.498486 2.339240 -2.522622 0.059 0.084 -0.205
C -3.174737 0.574406 -1.101141 -0.045 -0.146 0.031
C -1.472315 -0.436330 -3.156434 0.012 -0.107 -0.062
C 0.268009 -0.174508 2.752234 -0.069 -0.086 0.232
C -1.601047 1.649910 1.877928 -0.165 0.141 -0.123
C -2.069531 -1.165770 1.529890 -0.097 0.070 0.007
C 1.487656 -3.777144 -1.914943 0.064 -0.592 -0.048
C -1.451107 -3.583946 -1.086210 0.004 -0.617 -0.125
C 0.598456 -3.654801 1.019123 0.226 -0.577 -0.071
H 6.020695 -2.600897 -2.134160 0.046 0.429 -0.412
H 4.215504 -1.656610 -3.611956 0.075 0.252 0.865
H -0.476744 2.667440 -2.743079 -0.234 0.049 -0.070
H -1.983683 3.064635 -1.857129 0.094 -0.135 -0.205
H -2.072211 2.280012 -3.455405 0.081 0.090 0.190
H -3.335381 1.213161 -0.224325 -0.002 -0.210 -0.307
H -3.426277 -0.457030 -0.829969 0.010 0.270 -0.215
H -3.879363 0.891079 -1.883984 0.312 -0.049 0.119
H -0.583968 -0.265333 -3.771611 -0.100 -0.023 0.031
H -2.369274 -0.260485 -3.763298 0.197 -0.032 0.112
H -1.475703 -1.479304 -2.824633 -0.010 0.188 -0.077
H -0.393186 -0.263831 3.624638 0.353 -0.028 -0.032
H 0.938019 0.682341 2.893106 -0.062 -0.246 0.008
H 0.852971 -1.091988 2.627541 -0.047 0.185 0.153
H -2.187902 1.374685 2.762548 0.106 0.161 -0.103
H -2.277667 2.098757 1.143682 0.222 -0.048 0.211
H -0.836787 2.386624 2.157481 -0.219 -0.205 -0.038
H -2.441633 -1.083677 2.560932 0.122 -0.052 -0.231
H -1.650458 -2.168077 1.392771 -0.224 0.368 0.095
H -2.924847 -1.040469 0.859692 0.285 -0.056 0.257
H 1.578850 -4.871659 -1.886838 0.074 0.236 -0.191
H 2.466800 -3.313479 -1.714407 -0.396 -0.185 0.143
H 1.174307 -3.442592 -2.916631 -0.056 -0.188 0.347
H -1.678235 -4.589064 -0.714215 -0.204 0.086 -0.203
H -1.619501 -3.540096 -2.166327 -0.008 -0.137 0.175
H -2.100676 -2.860091 -0.581065 0.258 -0.184 -0.106
H 0.610259 -4.749708 1.092794 0.098 0.163 0.240
H -0.194392 -3.270115 1.674711 0.274 -0.193 -0.334
H 1.562959 -3.250183 1.358033 -0.266 -0.223 -0.197
C 3.268346 -0.163496 -0.925344 -0.429 -0.592 -0.655
C 3.562608 -1.103730 0.074999 0.645 0.013 1.192
C 4.629601 -0.860311 0.932610 -0.872 -0.744 -0.144
C 5.530503 0.183848 0.672959 0.270 0.756 -0.485
C 5.365553 1.014154 -0.451133 -0.392 0.086 0.051
C 4.168788 0.909865 -1.160331 1.236 0.357 -0.433
S 1.856088 -0.354188 -1.898361 1.036 0.344 -0.671
H 0.408578 -1.836880 -0.773674 -0.286 -0.802 0.147
H 2.902003 -1.964908 0.173794 0.311 0.250 0.209
H 4.794063 -1.502222 1.798322 0.039 0.087 -0.280
H 6.368254 0.344082 1.349857 -0.069 -0.126 -0.228
H 6.144354 1.722639 -0.781038 -0.598 -0.272 0.488
H 3.924803 1.558505 -2.000055 0.144 0.122 0.333
N 2.629055 5.772188 1.830915 -0.145 -0.700 -0.422
C 2.198018 4.610631 1.266702 0.211 1.113 0.655
C 2.888315 3.385775 1.441495 -0.138 -0.612 -0.338
C 2.395574 2.246536 0.834493 -0.340 1.095 0.149
N 1.228531 2.253376 0.149098 -0.244 -0.197 -0.280
C 0.514586 3.401428 0.017246 0.970 0.456 0.764
C 0.989343 4.597603 0.530726 -0.642 -0.811 -0.340
H 3.502210 5.828243 2.342020 -0.285 -0.074 -0.168
H 2.138080 6.645494 1.665451 0.179 -0.369 0.062
H 3.786043 3.301171 2.042835 -0.003 0.242 -0.107
H 2.933986 1.297814 0.867550 -0.332 0.410 0.392
H -0.466078 3.307778 -0.458773 0.578 0.258 0.122
H 0.383276 5.489985 0.415954 0.193 -0.006 0.031
```
Positions in Å, forces in eV/Å.

Mulliken population analysis, charges in e, atoms 1 to 5: atom 1 (Co): 0.71, atom 2 (P): 1.15, atom 3 (P): 1.25, atom 4 (P): 0.90, atom 5 (H): 0.31

=====

A 6-piece molecular cluster, C22H43FINO8S overall. Source: the Open Molecules 2025 dataset; level of theory: wB97M-V/def2-TZVPD.

Computed properties:
Kohn-Sham gap: 0.3474 Eh
HOMO level: -0.3430 hartree
structure (SMILES): O=C(I)CNS(=O)(=O)F.C1CCOC1.C1CCOC1.C1CCOC1.C1CCOC1.C1CCOC1
max |F|: 1.557 eV Å⁻¹

XYZ file:
```
77
Properties=species:S:1:pos:R:3:forces:R:3
O 2.634230 -0.007975 -1.888166 0.028 0.095 0.071
C 2.688756 0.127857 -3.056218 0.031 -0.121 0.135
I 3.881343 -1.192902 -4.261036 0.035 0.123 -0.062
C 1.939530 1.195064 -3.833765 -0.590 -0.017 -0.338
N 0.595089 1.401087 -3.245263 0.215 0.352 -0.055
S -0.436471 0.259922 -3.785416 0.094 -1.311 -0.835
O 0.053760 -1.027618 -3.433613 0.106 0.367 0.259
O -0.849061 0.473889 -5.132100 -0.204 0.415 0.445
F -1.628542 0.571546 -2.854061 -0.235 0.317 0.042
H 2.475196 2.144958 -3.770108 0.060 -0.117 0.047
H 1.834441 0.908764 -4.883138 0.365 0.046 0.011
H 0.227593 2.311774 -3.515036 0.069 0.062 0.176
C -4.017949 1.679376 -0.694769 -0.085 0.010 0.020
C -4.912837 2.239538 -1.798395 0.091 0.024 -0.040
C -5.286431 3.602376 -1.229284 -0.032 -0.038 0.060
O -4.175917 4.023658 -0.435357 0.005 -0.001 0.000
C -3.278711 2.929086 -0.238746 0.034 0.009 -0.101
H -3.348065 0.890590 -1.028104 -0.011 -0.028 0.031
H -4.626740 1.280440 0.118144 0.021 -0.019 0.014
H -4.340421 2.360162 -2.721587 -0.010 0.002 -0.005
H -5.781220 1.619961 -2.016542 -0.011 -0.004 0.020
H -6.171648 3.534471 -0.587607 -0.022 -0.015 -0.031
H -5.475901 4.350657 -1.999794 0.019 0.031 0.017
H -2.380753 3.100974 -0.845193 0.022 -0.043 0.022
H -2.983482 2.892570 0.810125 -0.013 0.038 0.013
C 1.967208 -1.027502 2.071132 -0.010 -0.082 -0.004
C 2.888724 -0.897762 3.282143 0.007 0.058 -0.041
C 4.023623 -1.841532 2.904499 -0.055 -0.056 -0.034
O 4.117078 -1.808597 1.481119 -0.023 -0.008 0.020
C 2.970554 -1.150863 0.930704 0.042 0.004 0.214
H 1.287192 -0.186361 1.942852 0.001 0.014 0.006
H 1.369887 -1.939514 2.151627 0.011 0.025 -0.029
H 3.258897 0.126617 3.363456 0.004 -0.005 0.009
H 2.416079 -1.164234 4.226789 -0.016 -0.014 0.007
H 3.805143 -2.868297 3.220062 -0.002 0.007 0.049
H 4.983301 -1.547515 3.331489 0.019 -0.011 -0.024
H 3.273826 -0.169078 0.562058 -0.033 0.031 -0.038
H 2.593859 -1.732060 0.091297 0.047 -0.017 -0.044
C -1.736331 -3.399062 -0.386767 0.042 -0.019 0.123
C -3.066212 -3.904886 0.165301 -0.037 0.014 -0.056
C -3.506724 -2.735179 1.036811 0.111 -0.012 0.091
O -2.980503 -1.555027 0.427368 0.055 -0.084 -0.063
C -2.027562 -1.918919 -0.579994 -0.100 0.103 -0.067
H -1.425037 -3.891913 -1.305902 -0.008 0.020 -0.021
H -0.946906 -3.534708 0.357215 0.009 0.007 -0.004
H -3.778960 -4.054746 -0.648500 0.000 -0.006 0.002
H -2.982767 -4.838686 0.719776 0.004 0.007 0.022
H -3.091746 -2.809686 2.048892 -0.051 -0.099 0.016
H -4.591481 -2.653913 1.113505 -0.001 0.090 0.000
H -2.473529 -1.725951 -1.561740 0.058 -0.044 -0.027
H -1.140212 -1.292589 -0.476535 -0.021 0.029 0.024
C 3.834259 5.149067 -1.443753 0.034 -0.062 -0.081
C 4.311621 6.096609 -2.541268 -0.044 0.067 0.050
C 3.429100 5.684958 -3.710721 -0.019 -0.049 -0.057
O 2.189859 5.236401 -3.147718 0.130 -0.158 0.050
C 2.341317 5.078377 -1.730277 -0.068 0.059 0.011
H 4.052000 5.497325 -0.435933 -0.004 0.018 0.003
H 4.292795 4.165404 -1.570232 -0.005 -0.003 0.014
H 4.105024 7.130778 -2.258734 0.002 0.003 -0.011
H 5.373238 6.010866 -2.766010 0.005 -0.022 -0.001
H 3.877938 4.860059 -4.275587 0.041 0.027 -0.008
H 3.227279 6.504179 -4.400667 -0.044 -0.014 -0.016
H 1.800971 5.889814 -1.233557 0.004 -0.033 0.058
H 1.899681 4.127233 -1.428026 -0.056 0.013 -0.019
C -0.378167 -3.545547 3.912324 0.099 0.032 0.010
C -0.451152 -4.985021 3.412956 -0.099 -0.013 -0.065
C -0.171538 -5.769338 4.688147 0.080 0.073 0.031
O -0.683841 -4.979823 5.763101 0.004 0.006 -0.001
C -1.001362 -3.667482 5.296279 -0.094 -0.074 -0.047
H -0.899237 -2.831964 3.274244 -0.010 0.006 0.002
H 0.665491 -3.231503 3.992826 -0.010 0.009 0.022
H -1.458060 -5.202680 3.047365 0.006 -0.014 -0.001
H 0.256833 -5.208285 2.615759 0.015 -0.002 0.003
H 0.904376 -5.909745 4.838102 0.004 -0.025 -0.041
H -0.652341 -6.747757 4.703391 -0.021 0.003 0.036
H -2.091397 -3.566819 5.249171 0.004 0.052 -0.016
H -0.617863 -2.933366 6.005224 0.014 -0.026 0.034
```
Positions in Å, forces in eV/Å.

Mulliken population analysis, charges in e, atoms 1 to 5: atom 1 (O): -0.33, atom 2 (C): 0.24, atom 3 (I): 0.01, atom 4 (C): -0.71, atom 5 (N): -0.15